(1)
This record from the Open Molecules 2025 dataset describes the ion C2H7BrN3 with charge +1. The level of theory is wB97M-V/def2-TZVPD.

Cartesian coordinates (Å):
N: 0.378196 1.551398 0.478752
C: 0.427507 0.416206 -0.181049
C: 1.752020 0.333649 -1.447333
Br: 2.908485 1.849730 -1.326241
N: -0.108592 -0.703429 -0.243971
N: -1.271924 -1.204192 0.521388
H: 1.090804 2.152137 0.130118
H: -0.377306 2.018027 0.789481
H: 2.294978 -0.493074 -1.094751
H: 1.230399 0.359225 -2.315182
H: -0.924247 -2.141469 0.785143
H: -1.884299 -1.151811 -0.355505
H: -1.569235 -0.831432 1.401956

Forces on atoms 1 to 6 (eV/Å):
N 2.4 -1.4 -0.9
C 3.2 1.2 -2.5
C -1.3 1.7 5.3
Br -0.1 0.1 -0.1
N -0.1 -2.3 -0.3
N 0.8 -0.4 -2.2

Computed properties:
HOMO energy (Eh): -0.5124
Total charge: +1
SMILES: N/C(CBr)=N\[NH3+]
Kohn-Sham gap (eV): 10.10
Energy relative to the best compared isomer or geometry (same formula, charge and spin) (kJ/mol): 98.9
Energy (eV): -76690.754

natural (NBO) population analysis, charges in e, atoms 1 to 6: -0.7849, 0.4809, -0.4145, 0.0768, -0.4223, -0.5804


(2)
This record from the Open Molecules 2025 dataset describes a structure of composition C4H8N2O3S. The level of theory is wB97M-V/def2-TZVPD.

Cartesian coordinates (Å):
C: -2.565541 0.007621 -0.580007
C: 0.873514 0.041290 1.057163
C: 2.050766 -0.807740 1.035947
C: 0.910704 1.251623 0.219143
N: -2.538492 -0.696068 -1.533728
N: -2.448462 0.772407 0.469879
O: -0.261997 -0.454560 -3.070163
O: -0.048919 -1.943511 -1.267109
O: -0.215590 -0.289556 1.508406
S: -0.770109 -1.639643 -2.459146
H: 2.905815 -0.103934 0.925918
H: 1.965884 -1.473705 0.096516
H: 2.268675 -1.342242 1.961317
H: 0.282053 2.082321 0.584555
H: 0.478684 1.041170 -0.820130
H: 1.944699 1.693901 0.030549
H: -1.561746 0.604802 1.015763
H: -3.269937 1.255825 0.825127

Forces on atoms 1 to 6 (eV/Å):
C 0.1 -1.9 -2.7
C -2.1 -0.2 -0.8
C 2.1 -0.3 -0.7
C 0.8 2.4 -2.2
N -1.0 2.1 2.9
N 0.0 0.4 0.4

Computed properties:
HOMO energy (Eh): -0.3751
Total charge: 0
Kohn-Sham gap (eV): 10.44
Energy relative to the best compared isomer or geometry (same formula, charge and spin) (kJ/mol): 90.0
Energy (eV): -24234.287

natural (NBO) population analysis, charges in e, atoms 1 to 6: 0.5656, 0.6165, -0.7302, -0.7545, -0.5431, -0.8781


(3)
This record from the Open Molecules 2025 dataset describes a structure of composition C26H26ClN4Tl. The level of theory is wB97M-V/def2-TZVPD.

Cartesian coordinates (Å):
Tl: -1.615756 -0.454418 -0.248010
C: -0.758871 0.016274 -3.535792
C: -0.760957 -1.514873 -3.666846
C: -2.055464 -2.188242 -3.295573
C: -2.745117 -2.965930 -4.214246
C: -3.899857 -3.623926 -3.821848
C: -4.335413 -3.494011 -2.513174
C: -3.597512 -2.698261 -1.659336
N: -2.485829 -2.057623 -2.033758
N: -0.142805 0.504044 -2.277686
C: -0.350340 1.960859 -2.159699
C: -0.280360 2.479865 -0.752575
C: -1.152017 3.323536 -0.197092
C: -1.070941 3.809865 1.151954
C: -0.140631 3.503529 2.078019
C: 1.048228 2.365845 1.155121
N: 0.848418 2.089810 -0.027265
C: 1.282654 0.135601 -2.209271
C: 1.735993 -0.559672 -0.944877
C: 3.090693 -0.564343 -0.626487
C: 3.514482 -1.225774 0.509699
C: 2.575919 -1.881507 1.298464
C: 1.256148 -1.843359 0.902505
N: 0.838884 -1.197614 -0.195274
H: -0.227257 0.451948 -4.389838
H: -1.784007 0.387411 -3.570429
H: -0.519698 -1.779414 -4.695111
H: 0.024616 -1.949506 -3.043386
H: -2.374432 -3.058124 -5.225924
H: -4.449231 -4.232155 -4.527769
H: -5.225427 -3.993574 -2.159298
H: -3.904369 -2.567384 -0.626799
H: 0.386388 2.504566 -2.767403
H: -1.334460 2.197644 -2.562581
H: -2.000055 3.648107 -0.786135
H: -1.858526 4.498266 1.446075
H: 1.137291 3.488326 4.018430
H: 2.010359 3.837831 2.426307
H: 1.515081 -0.538476 -3.036801
H: 1.906927 1.019676 -2.359581
H: 3.797074 -0.052049 -1.266946
H: 4.563309 -1.239219 0.776035
H: 2.863601 -2.420008 2.190349
H: 0.491582 -2.362345 1.470717
Cl: 1.199884 2.846879 2.861298
C: 0.171378 1.652848 3.449758
C: 2.684623 1.929427 3.325030
C: 2.832061 1.050794 4.317143
C: 1.970174 0.071475 4.977866
C: 0.704743 -0.287309 4.724067
C: -0.217958 0.410385 3.817797
C: -1.449973 -0.156209 3.461235
H: 3.526329 2.189245 2.684265
H: 3.875513 0.960664 4.614135
H: 2.490722 -0.545428 5.699168
H: 0.326542 -1.176325 5.216459
H: -2.225417 0.432796 2.995772
H: -1.706938 -1.140439 3.829140

Forces on atoms 1 to 6 (eV/Å):
Tl -0.1 -0.1 0.0
C 0.1 0.0 0.0
C 0.0 0.0 0.0
C 0.1 -0.1 0.0
C 0.0 0.0 0.0
C 0.0 0.0 0.0

Computed properties:
HOMO energy (alpha / beta) (Eh): -0.5131 / -0.5009
Total charge: +2
Kohn-Sham gap (alpha / beta) (eV): 6.84 / 5.96
Energy relative to the best compared isomer or geometry (same formula, charge and spin) (kJ/mol): 2112.1
Energy (eV): -50524.664

natural (NBO) population analysis, charges in e, atoms 1 to 6: 0.8155, -0.2126, -0.4607, 0.2313, -0.2326, -0.1151